{
  "formula": "C20H21F4IN6O8Ti",
  "method": "the ωB97M-V functional and the def2-TZVPD basis",
  "species": ["Ti", "C", "C", "N", "C", "C", "C", "C", "N", "C", "C", "F", "C", "F", "C", "C", "F", "C", "F", "H", "H", "H", "H", "H", "H", "H", "H", "H", "H", "H", "H", "H", "H", "H", "N", "C", "O", "C", "I", "H", "H", "H", "H", "O", "N", "O", "C", "C", "C", "C", "O", "C", "C", "N", "O", "O", "N", "O", "O", "H", "H"],
  "xyz": [[-0.339, -0.481, -0.161], [-0.366, 3.432, -0.815], [-1.289, 2.380, -1.400], [-1.761, 1.341, -0.438], [-2.233, 1.947, 0.838], [-3.343, 2.978, 0.702], [-2.846, 0.552, -1.082], [-3.168, -0.706, -0.234], [-2.004, -0.963, 0.614], [-2.089, -1.565, 1.869], [-1.215, -1.108, 2.856], [-0.440, -0.036, 2.569], [-1.157, -1.671, 4.106], [-0.299, -1.175, 5.002], [-1.996, -2.718, 4.438], [-2.889, -3.152, 3.486], [-3.721, -4.165, 3.763], [-2.954, -2.583, 2.224], [-3.839, -3.057, 1.333], [0.035, 4.022, -1.639], [-0.879, 4.116, -0.137], [0.472, 2.981, -0.291], [-2.164, 2.862, -1.848], [-0.764, 1.845, -2.190], [-2.566, 1.139, 1.482], [-1.363, 2.390, 1.322], [-4.261, 2.554, 0.293], [-3.580, 3.357, 1.697], [-3.059, 3.830, 0.083], [-3.748, 1.151, -1.213], [-2.492, 0.268, -2.068], [-4.046, -0.527, 0.390], [-3.390, -1.549, -0.888], [-1.951, -3.182, 5.413], [0.095, -1.174, -4.127], [0.397, -1.351, -2.828], [-0.344, -0.625, -2.003], [1.277, -2.314, -2.383], [-0.792, -3.772, -1.147], [-0.493, -0.404, -4.391], [0.668, -1.602, -4.832], [1.674, -2.284, -1.382], [1.769, -2.953, -3.104], [7.291, 0.349, -0.613], [6.557, -0.141, 0.216], [6.919, -0.744, 1.203], [5.098, 0.010, 0.014], [4.237, -0.624, 0.892], [2.890, -0.473, 0.679], [2.366, 0.416, -0.284], [1.093, 0.776, -0.199], [3.281, 0.901, -1.211], [4.646, 0.722, -1.065], [2.823, 1.633, -2.422], [1.625, 1.726, -2.600], [3.672, 2.118, -3.139], [1.985, -1.250, 1.430], [0.795, -1.532, 0.806], [2.246, -1.817, 2.495], [4.599, -1.242, 1.700], [5.331, 1.142, -1.784]],
  "lowdin_charge": [1.07, -0.07, -0.22, -0.22, -0.21, -0.06, -0.16, -0.17, -0.16, -0.17, -0.15, 0.08, -0.21, 0.11, 0.09, -0.20, 0.10, -0.15, 0.10, 0.09, 0.07, 0.07, 0.12, 0.09, 0.11, 0.12, 0.07, 0.09, 0.07, 0.12, 0.11, 0.13, 0.10, 0.14, 0.19, -0.63, -0.23, -0.13, 0.46, 0.12, 0.12, 0.02, 0.07, 0.09, -0.35, 0.09, -0.12, 0.10, -0.09, -0.22, -0.15, -0.04, 0.08, -0.31, 0.08, 0.09, -0.25, -0.23, 0.07, 0.14, 0.13],
  "s_squared": 2.022,
  "multiplicity": 3,
  "orbital_gap_ev": [6.75, 6.69]
}


{
  "formula": "C15H28LaNO",
  "method": "the ωB97M-V functional and the def2-TZVPD basis",
  "species": ["C", "H", "H", "H", "C", "H", "H", "C", "H", "H", "H", "C", "C", "C", "C", "C", "C", "C", "C", "C", "C", "La", "H", "H", "H", "H", "H", "H", "H", "H", "H", "H", "H", "H", "H", "H", "H", "C", "C", "N", "O", "H", "H", "H", "H", "H"],
  "xyz": [[-3.203, 0.836, -0.389], [-4.220, 0.768, 0.017], [-2.858, 1.867, -0.247], [-2.558, 0.181, 0.206], [-3.180, 0.452, -1.872], [-2.148, 0.499, -2.246], [-3.500, -0.592, -1.984], [-4.074, 1.354, -2.729], [-4.045, 1.064, -3.784], [-5.117, 1.301, -2.394], [-3.756, 2.401, -2.658], [1.963, -0.251, 0.305], [1.833, 0.329, -1.022], [1.123, 1.517, -0.859], [0.938, 1.766, 0.564], [1.532, 0.733, 1.286], [1.728, 0.636, 2.760], [0.297, 2.995, 1.118], [0.695, 2.462, -1.933], [2.385, -0.246, -2.282], [2.786, -1.456, 0.624], [-0.108, -0.233, 0.031], [0.015, 2.869, 2.163], [0.974, 3.852, 1.061], [-0.605, 3.269, 0.570], [0.994, 1.227, 3.307], [1.642, -0.390, 3.115], [2.719, 0.998, 3.050], [2.708, -2.215, -0.153], [3.841, -1.185, 0.716], [2.482, -1.917, 1.562], [1.836, 0.096, -3.158], [3.431, 0.041, -2.419], [2.344, -1.334, -2.283], [-0.303, 2.863, -1.751], [1.373, 3.317, -1.998], [0.678, 1.982, -2.911], [0.124, -4.614, 1.576], [-0.047, -3.129, 1.454], [-0.357, -2.373, 2.532], [0.095, -2.605, 0.360], [-0.033, -4.955, 2.621], [1.151, -4.896, 1.260], [-0.610, -5.127, 0.920], [-0.485, -1.355, 2.438], [-0.479, -2.801, 3.461]],
  "lowdin_charge": [-0.14, 0.10, 0.08, -0.02, -0.32, 0.07, 0.11, -0.09, 0.09, 0.09, 0.08, -0.50, -0.35, -0.35, -0.35, -0.36, 0.02, 0.01, 0.01, 0.03, -0.01, 2.18, 0.09, 0.12, 0.09, 0.09, 0.08, 0.13, 0.09, 0.12, 0.08, 0.09, 0.13, 0.10, 0.09, 0.12, 0.09, 0.04, -0.56, 0.19, -0.13, 0.10, 0.12, 0.12, 0.09, 0.16],
  "orbital_gap_ev": 8.08,
  "charge": 2
}


{
  "formula": "C27H54O27",
  "method": "the ωB97M-V functional and the def2-TZVPD basis",
  "species": ["C", "O", "C", "O", "O", "C", "H", "H", "H", "H", "H", "H", "C", "O", "C", "O", "O", "C", "H", "H", "H", "H", "H", "H", "C", "O", "C", "O", "O", "C", "H", "H", "H", "H", "H", "H", "C", "O", "C", "O", "O", "C", "H", "H", "H", "H", "H", "H", "C", "O", "C", "O", "O", "C", "H", "H", "H", "H", "H", "H", "C", "O", "C", "O", "O", "C", "H", "H", "H", "H", "H", "H", "C", "O", "C", "O", "O", "C", "H", "H", "H", "H", "H", "H", "C", "O", "C", "O", "O", "C", "H", "H", "H", "H", "H", "H", "C", "O", "C", "O", "O", "C", "H", "H", "H", "H", "H", "H"],
  "xyz": [[6.870, 7.476, -2.060], [6.381, 8.803, -1.893], [5.590, 9.058, -0.825], [5.406, 8.357, 0.136], [4.970, 10.218, -1.039], [4.053, 10.675, -0.095], [7.447, 7.050, -1.239], [7.539, 7.413, -2.919], [6.137, 6.704, -2.296], [3.833, 11.722, -0.302], [4.652, 10.604, 0.813], [3.137, 10.088, -0.032], [13.227, 1.335, -1.917], [11.842, 1.037, -2.024], [11.314, -0.202, -1.758], [11.885, -1.289, -1.663], [10.014, -0.073, -1.431], [9.228, -1.139, -0.913], [13.497, 1.574, -0.888], [13.351, 2.276, -2.453], [13.956, 0.649, -2.348], [9.047, -1.124, 0.161], [9.691, -2.094, -1.163], [8.259, -1.172, -1.411], [-2.705, 4.445, 6.730], [-1.686, 4.867, 5.810], [-0.612, 4.115, 5.615], [-0.317, 3.112, 6.236], [0.020, 4.573, 4.565], [1.039, 3.717, 3.970], [-3.205, 5.307, 7.171], [-2.396, 3.775, 7.532], [-3.408, 3.969, 6.046], [1.243, 2.800, 4.521], [1.975, 4.256, 4.114], [0.998, 3.578, 2.889], [-4.935, -3.074, 6.947], [-5.640, -4.287, 6.850], [-6.703, -4.517, 7.690], [-7.131, -3.795, 8.597], [-7.162, -5.786, 7.446], [-8.104, -6.291, 8.410], [-4.227, -2.966, 7.768], [-5.663, -2.275, 7.090], [-4.402, -2.807, 6.035], [-9.073, -6.272, 7.912], [-8.215, -5.784, 9.368], [-7.861, -7.343, 8.556], [5.925, 4.238, -11.824], [6.585, 3.835, -10.674], [6.517, 2.585, -10.248], [5.760, 1.733, -10.707], [7.261, 2.383, -9.170], [7.314, 1.208, -8.441], [5.919, 5.328, -11.854], [4.897, 3.946, -11.606], [6.344, 3.778, -12.718], [7.842, 0.430, -8.993], [6.396, 0.758, -8.064], [7.955, 1.379, -7.576], [-2.785, -0.578, -0.593], [-1.768, 0.003, -1.517], [-0.455, 0.060, -1.283], [0.108, -0.550, -0.368], [0.216, 0.782, -2.265], [1.584, 0.818, -2.290], [-2.477, -1.546, -0.197], [-3.810, -0.612, -0.960], [-2.728, -0.016, 0.339], [1.942, -0.211, -2.318], [2.075, 1.361, -1.482], [1.977, 1.198, -3.233], [-10.501, -5.646, 0.822], [-10.874, -7.044, 1.054], [-11.134, -7.401, 2.313], [-11.412, -6.735, 3.277], [-11.051, -8.753, 2.350], [-11.409, -9.419, 3.524], [-11.313, -4.919, 0.846], [-9.966, -5.522, -0.120], [-9.866, -5.233, 1.606], [-10.739, -9.212, 4.358], [-11.301, -10.462, 3.223], [-12.419, -9.104, 3.785], [3.193, -5.723, -2.850], [3.785, -5.178, -3.946], [4.736, -5.847, -4.573], [5.277, -6.833, -4.065], [5.033, -5.168, -5.717], [6.265, -5.526, -6.377], [2.992, -6.782, -3.015], [2.170, -5.350, -2.803], [3.789, -5.581, -1.949], [6.408, -6.605, -6.444], [7.144, -5.149, -5.855], [6.288, -5.195, -7.415], [-9.889, 0.519, 4.818], [-9.530, 1.827, 4.408], [-9.033, 2.011, 3.166], [-8.878, 1.158, 2.318], [-8.997, 3.312, 2.913], [-8.783, 3.795, 1.617], [-9.151, -0.117, 4.329], [-10.857, 0.264, 4.387], [-9.837, 0.323, 5.889], [-7.757, 3.495, 1.402], [-8.691, 4.880, 1.575], [-9.446, 3.346, 0.878]],
  "lowdin_charge": [-0.06, 0.01, -0.59, 0.13, -0.01, -0.06, 0.09, 0.09, 0.09, 0.10, 0.10, 0.10, -0.05, -0.02, -0.52, 0.09, -0.01, -0.05, 0.09, 0.09, 0.10, 0.10, 0.09, 0.09, -0.03, 0.00, -0.64, 0.10, 0.02, -0.01, 0.09, 0.09, 0.10, 0.09, 0.09, 0.09, -0.07, -0.01, -0.50, 0.09, -0.02, -0.05, 0.10, 0.09, 0.09, 0.09, 0.09, 0.09, -0.05, 0.00, -0.58, 0.10, 0.01, -0.07, 0.10, 0.10, 0.11, 0.10, 0.10, 0.09, 0.01, -0.01, -0.52, 0.09, -0.02, -0.10, 0.09, 0.09, 0.09, 0.10, 0.10, 0.09, -0.02, 0.01, -0.59, 0.13, -0.03, -0.06, 0.09, 0.09, 0.09, 0.10, 0.10, 0.10, -0.09, 0.00, -0.55, 0.10, 0.00, -0.04, 0.10, 0.10, 0.11, 0.09, 0.10, 0.09, -0.04, -0.01, -0.58, 0.11, 0.00, -0.05, 0.09, 0.10, 0.10, 0.09, 0.10, 0.10],
  "smiles": "COC(=O)OC.COC(=O)OC.COC(=O)OC.COC(=O)OC.COC(=O)OC.COC(=O)OC.COC(=O)OC.COC(=O)OC.COC(=O)OC",
  "orbital_gap_ev": 10.91
}


{
  "formula": "C33H36FeN2O4",
  "method": "the ωB97M-V functional and the def2-TZVPD basis",
  "species": ["Fe", "N", "C", "C", "N", "H", "H", "H", "H", "H", "H", "H", "H", "C", "C", "C", "O", "C", "C", "O", "C", "O", "C", "C", "C", "C", "C", "C", "C", "C", "C", "C", "C", "C", "C", "O", "C", "C", "C", "C", "C", "C", "C", "C", "C", "C", "C", "C", "H", "H", "H", "H", "H", "H", "H", "H", "H", "H", "H", "H", "H", "H", "H", "H", "H", "H", "H", "H", "H", "H", "H", "H", "H", "H", "H", "H"],
  "xyz": [[0.564, 0.029, -0.201], [-0.171, -2.025, -1.008], [0.681, -2.429, -2.126], [2.117, -2.168, -1.737], [2.303, -0.718, -1.554], [-0.072, -2.654, -0.218], [-1.152, -2.009, -1.260], [0.420, -1.809, -2.987], [0.565, -3.473, -2.420], [2.787, -2.596, -2.482], [2.325, -2.652, -0.781], [2.193, -0.236, -2.440], [3.232, -0.512, -1.208], [-4.184, 2.581, 2.996], [-2.759, 3.111, 2.952], [-2.590, 4.304, 3.869], [-2.391, 3.484, 1.632], [-1.411, 2.580, 1.114], [-1.397, 1.435, 2.167], [-1.856, 2.108, 3.338], [-0.079, 0.641, 2.474], [-0.029, -0.410, 1.581], [1.193, 1.510, 2.377], [1.263, 2.831, 2.821], [2.441, 3.557, 2.726], [3.589, 2.975, 2.200], [3.542, 1.660, 1.769], [2.353, 0.939, 1.856], [-0.101, 0.076, 3.927], [-0.089, 0.873, 5.073], [-0.098, 0.300, 6.337], [-0.089, -1.081, 6.487], [-0.073, -1.883, 5.356], [-0.085, -1.306, 4.089], [-1.642, 2.198, -0.375], [-0.595, 1.367, -0.708], [-1.567, 3.478, -1.257], [-2.328, 4.625, -1.025], [-2.210, 5.736, -1.852], [-1.332, 5.729, -2.927], [-0.566, 4.597, -3.163], [-0.685, 3.487, -2.335], [-2.992, 1.508, -0.664], [-2.999, 0.315, -1.383], [-4.189, -0.315, -1.725], [-5.405, 0.234, -1.344], [-5.413, 1.415, -0.617], [-4.221, 2.052, -0.291], [-4.885, 3.352, 2.670], [-4.416, 2.295, 4.024], [-4.292, 1.705, 2.356], [-3.316, 5.075, 3.605], [-1.586, 4.717, 3.760], [-2.748, 3.996, 4.904], [-0.446, 3.085, 1.094], [-2.112, 0.663, 1.862], [0.382, 3.306, 3.240], [2.464, 4.585, 3.067], [4.513, 3.537, 2.140], [4.434, 1.183, 1.378], [2.335, -0.109, 1.579], [-0.076, 1.950, 4.991], [-0.109, 0.937, 7.214], [-0.090, -1.525, 7.476], [-0.050, -2.963, 5.455], [-0.082, -1.917, 3.198], [-3.003, 4.675, -0.183], [-2.811, 6.616, -1.649], [-1.245, 6.599, -3.568], [0.132, 4.579, -3.993], [-0.086, 2.607, -2.512], [-2.050, -0.103, -1.680], [-4.169, -1.236, -2.299], [-6.335, -0.251, -1.616], [-6.354, 1.852, -0.301], [-4.252, 2.981, 0.259]],
  "lowdin_charge": [0.83, 0.00, -0.25, -0.25, -0.01, 0.10, 0.08, 0.12, 0.12, 0.11, 0.12, 0.10, 0.09, 0.02, -0.59, 0.02, -0.04, -0.13, -0.12, -0.03, -0.41, -0.28, -0.13, -0.03, -0.06, -0.09, -0.08, -0.06, -0.11, -0.03, -0.08, -0.11, -0.09, -0.02, -0.40, -0.28, -0.10, -0.02, -0.08, -0.10, -0.09, -0.03, -0.10, -0.03, -0.09, -0.10, -0.07, -0.04, 0.09, 0.09, 0.08, 0.09, 0.09, 0.09, 0.15, 0.17, 0.11, 0.11, 0.10, 0.10, 0.10, 0.10, 0.10, 0.10, 0.10, 0.10, 0.10, 0.10, 0.10, 0.10, 0.10, 0.08, 0.10, 0.10, 0.10, 0.09],
  "s_squared": 6.012,
  "multiplicity": 5,
  "orbital_gap_ev": [8.09, 7.83]
}